Record 1
Density functional theory data (ωB97M-V with the def2-TZVPD basis set) for a molecular structure, C37H64AsBN8OPbS2Si2.

As for the LUMO energy: 4.07 eV. The orbital gap is 5.75 eV. The value obtained for the largest force on an atom is 1.8 eV/A. Its charge is -2. Its total energy is -5790.56934 hartree.

Element x y z (Å)
Pb 0.19 -1.07 0.82
C 4.69 -2.66 0.22
C 4.20 -1.41 0.82
C 4.38 -0.99 2.14
C 3.68 0.24 2.20
N 3.20 0.59 1.01
N 3.52 -0.44 0.16
B 3.44 -0.24 -1.38
N 2.49 -1.33 -2.01
N 1.11 -1.38 -1.92
C 0.73 -2.35 -2.70
C 1.82 -2.97 -3.35
C 2.93 -2.29 -2.88
C 4.31 -2.56 -3.37
C -0.74 -2.72 -2.90
C -1.53 -2.84 -1.58
C -0.82 -4.05 -3.60
C -1.34 -1.61 -3.80
N 3.15 1.21 -1.74
N 2.05 1.95 -1.43
C 2.25 3.13 -2.01
C 3.48 3.17 -2.70
C 4.01 1.91 -2.53
C 5.26 1.42 -3.13
C 1.21 4.24 -1.88
C 1.87 5.54 -1.40
C 0.12 3.91 -0.87
C 0.53 4.53 -3.25
C 3.39 0.99 3.46
C 2.99 2.40 3.11
C 4.62 0.94 4.40
C 2.22 0.23 4.12
H 4.96 -3.30 1.04
H 3.97 -3.14 -0.43
H 5.64 -2.45 -0.34
H 4.83 -1.60 2.92
H 4.61 -0.53 -1.77
H 1.76 -3.81 -4.01
H 4.30 -3.56 -3.79
H 4.55 -1.83 -4.16
H 5.03 -2.47 -2.59
H -1.04 -3.58 -0.93
H -1.53 -1.86 -1.13
H -2.55 -3.12 -1.76
H -0.25 -4.78 -3.06
H -1.88 -4.35 -3.61
H -0.47 -4.00 -4.60
H -1.32 -0.65 -3.30
H -0.72 -1.56 -4.71
H -2.39 -1.79 -4.12
H 3.87 3.97 -3.29
H 5.62 2.25 -3.78
H 6.03 1.26 -2.37
H 5.21 0.55 -3.78
H 2.22 5.42 -0.39
H 2.68 5.81 -2.07
H 1.13 6.34 -1.51
H 0.59 3.72 0.09
H -0.55 4.76 -0.81
H -0.49 3.06 -1.14
H 1.24 4.70 -4.04
H -0.14 3.68 -3.51
H -0.11 5.41 -3.17
H 3.78 2.91 2.55
H 2.12 2.40 2.47
H 2.73 2.93 4.03
H 5.52 1.33 3.93
H 4.44 1.52 5.34
H 4.74 -0.10 4.69
H 2.01 0.63 5.13
H 2.49 -0.82 4.19
H 1.34 0.33 3.53
S 1.48 -3.54 0.72
C 0.29 -4.64 1.21
C 0.65 -6.04 1.11
N 1.06 -7.11 1.08
C -0.91 -4.32 1.84
S -1.53 -2.70 2.03
C -1.78 -5.35 2.27
N -2.56 -6.12 2.60
C -0.72 1.83 1.88
O -2.02 1.40 1.37
C -2.02 0.23 0.46
C -1.90 0.78 -0.94
H -0.45 1.21 2.75
H -0.77 2.87 2.26
H 0.10 1.82 1.14
H -2.42 1.76 -1.08
H -2.31 0.14 -1.70
H -0.85 0.95 -1.19
C -5.41 0.96 3.56
Si -4.26 -0.44 3.04
C -5.26 -2.00 3.54
C -2.80 -0.37 4.22
As -3.81 -0.59 0.72
Si -5.49 0.76 -0.18
C -5.57 2.60 0.40
C -5.32 0.72 -2.05
C -7.11 -0.02 0.25
H -5.73 0.84 4.60
H -6.34 0.97 2.98
H -4.99 1.96 3.45
H -5.68 -1.84 4.51
H -4.59 -2.87 3.62
H -6.00 -2.28 2.79
H -3.17 -0.43 5.26
H -2.23 0.56 4.14
H -2.10 -1.18 4.04
H -4.51 2.89 0.60
H -6.09 2.71 1.35
H -6.04 3.28 -0.31
H -4.33 1.02 -2.34
H -6.02 1.37 -2.57
H -5.49 -0.32 -2.36
H -7.31 0.01 1.32
H -7.15 -1.11 -0.01
H -7.97 0.45 -0.20


Record 2
Density functional theory data (ωB97M-V with the def2-TZVPD basis set) for 3 unconnected molecules or ions with the total composition C37H64IN2O10P3S2.

As for the LUMO energy: -1.51 eV. The orbital gap is 6.33 eV. The value obtained for the largest force on an atom is 8.0 eV/A. The SMILES is CCN(CCc1c(S)cc(CCCCCCCCCCOC)c2c1Sc1cc(P(C)C)ccc1N2I)C(C)=O.COP(=O)(OC)OC.COP(=O)(OC)OC. Its total energy is -4428.14267 hartree.

Element x y z (Å)
C -5.45 -0.50 1.31
C -4.33 -0.14 0.30
N -4.84 0.24 -1.03
C -3.91 1.15 -1.73
C -2.48 0.57 -2.05
C -1.37 1.63 -1.92
C -0.68 1.89 -0.72
S -1.05 1.03 0.80
C 0.32 2.88 -0.74
C 0.69 3.59 -1.86
C 1.78 4.67 -1.90
C 2.37 4.97 -0.49
C 3.45 3.88 -0.16
C 3.29 3.32 1.29
C 4.36 3.94 2.25
C 4.57 2.95 3.46
C 5.94 2.21 3.41
C 6.43 1.90 4.84
C 5.62 0.78 5.56
C 6.53 -0.02 6.51
O 7.29 -0.94 5.73
C 7.73 -2.04 6.52
C 0.03 3.31 -3.08
C -1.00 2.35 -3.06
S -1.83 2.10 -4.64
C -0.42 2.23 -5.75
C -0.33 1.41 -6.87
C 0.79 1.51 -7.71
P 0.82 0.38 -9.16
C 2.08 0.99 -10.39
C 1.17 -1.36 -8.63
C 1.77 2.45 -7.37
C 1.65 3.28 -6.25
C 0.55 3.17 -5.39
N 0.44 4.02 -4.25
I -0.82 5.64 -4.61
C -5.19 -0.90 -1.84
C -4.29 -2.13 -2.06
O -6.28 -0.91 -2.38
H -6.37 0.06 1.08
H -5.59 -1.59 1.39
H -5.11 -0.15 2.30
H -3.82 0.75 0.70
H -3.55 -0.92 0.25
H -3.76 2.05 -1.12
H -4.36 1.43 -2.69
H -2.17 -0.27 -1.42
H -2.52 0.19 -3.08
H -0.26 -0.07 0.71
H 0.81 3.08 0.22
H 1.26 5.60 -2.22
H 2.54 4.45 -2.66
H 1.58 4.99 0.28
H 2.84 5.96 -0.50
H 4.46 4.29 -0.29
H 3.33 3.04 -0.87
H 3.35 2.23 1.26
H 2.31 3.61 1.72
H 5.29 4.02 1.66
H 4.07 4.94 2.59
H 3.78 2.18 3.39
H 4.41 3.52 4.39
H 5.80 1.31 2.78
H 6.66 2.88 2.92
H 7.49 1.57 4.80
H 6.33 2.82 5.44
H 5.20 0.05 4.86
H 4.82 1.27 6.14
H 7.21 0.63 7.09
H 5.89 -0.59 7.21
H 7.91 -1.80 7.57
H 7.01 -2.88 6.47
H 8.67 -2.44 6.10
H -1.13 0.69 -7.03
H 1.56 1.32 -11.30
H 2.86 0.26 -10.63
H 2.53 1.91 -9.97
H 2.23 -1.66 -8.71
H 0.57 -2.02 -9.27
H 0.86 -1.57 -7.60
H 2.65 2.58 -8.01
H 2.41 4.02 -5.99
H -3.99 -2.09 -3.12
H -3.36 -2.12 -1.48
H -4.88 -3.04 -1.94
C -8.68 -0.28 -1.59
O -9.21 -0.45 -0.25
P -10.50 -1.50 -0.13
O -11.57 -0.59 -0.65
O -10.43 -1.51 1.50
C -9.47 -0.80 2.27
O -11.33 -2.94 -0.11
C -12.67 -2.91 0.39
H -7.83 0.40 -1.53
H -8.34 -1.23 -1.98
H -9.43 0.15 -2.24
H -9.67 0.27 2.23
H -8.45 -1.01 1.93
H -9.56 -1.13 3.31
H -13.33 -2.44 -0.33
H -12.72 -2.38 1.34
H -12.98 -3.94 0.53
C 4.04 -7.69 6.36
O 4.03 -7.17 5.02
P 4.37 -5.53 4.88
O 3.02 -5.01 5.29
O 4.52 -5.62 3.26
C 4.39 -6.82 2.50
O 5.24 -4.12 4.89
C 4.64 -2.96 4.33
H 3.84 -8.76 6.30
H 5.01 -7.53 6.83
H 3.26 -7.21 6.95
H 3.35 -7.15 2.48
H 5.04 -7.60 2.89
H 4.71 -6.60 1.48
H 3.86 -2.57 4.99
H 4.22 -3.16 3.34
H 5.41 -2.20 4.23


Record 3
Density functional theory data (ωB97M-V with the def2-TZVPD basis set) for a molecular structure, C37H65BClN2NiO8P2S2.

The calculation puts the energy relative to the best compared isomer or geometry (same formula, charge and spin) at 0.000 eV. As for the LUMO energy (alpha / beta): 2.28 / 2.28 eV. The orbital gap (alpha / beta) is 6.06 / 7.33 eV. The value obtained for the largest force on an atom is 0.5 eV/A. Its charge is -1. The multiplicity is 3. Its total energy is -5632.66933 hartree.

Element x y z (Å)
Ni 0.22 0.16 0.20
C 4.17 -2.67 2.95
C 3.62 -1.52 2.08
C 3.88 -1.89 0.61
C 4.38 -0.24 2.42
P 1.78 -1.20 2.19
C 1.14 -2.92 1.89
N 0.09 -2.90 0.91
B -0.28 -1.81 0.02
N -1.32 -2.39 -0.81
C -2.12 -1.72 -1.80
P -1.36 -0.07 -2.18
C -0.27 -0.47 -3.66
C 0.65 -1.63 -3.24
C 0.61 0.74 -3.97
C -1.00 -0.89 -4.94
C -2.86 0.88 -2.78
C -3.84 0.14 -3.69
C -2.38 2.17 -3.47
C -3.60 1.28 -1.50
C -1.57 -3.69 -0.41
C -2.49 -4.61 -0.87
C -2.51 -5.88 -0.28
C -1.63 -6.20 0.74
C -0.70 -5.27 1.21
C -0.69 -4.01 0.64
C 1.31 -0.84 3.98
C 2.24 -1.35 5.08
C 1.22 0.69 4.06
C -0.08 -1.43 4.21
H 5.12 -3.00 2.52
H 3.51 -3.53 2.99
H 4.38 -2.35 3.97
H 4.96 -1.80 0.41
H 3.36 -1.24 -0.08
H 3.59 -2.92 0.40
H 5.45 -0.42 2.30
H 4.21 0.08 3.45
H 4.11 0.58 1.76
H 0.78 -3.37 2.83
H 1.97 -3.55 1.55
H -3.13 -1.56 -1.41
H -2.20 -2.33 -2.71
H 1.23 -1.39 -2.34
H 1.36 -1.81 -4.05
H 0.10 -2.55 -3.06
H 1.06 1.17 -3.08
H 0.05 1.53 -4.48
H 1.43 0.44 -4.63
H -1.71 -1.70 -4.77
H -0.26 -1.26 -5.66
H -1.52 -0.06 -5.41
H -3.45 -0.05 -4.68
H -4.75 0.74 -3.80
H -4.15 -0.82 -3.26
H -2.06 1.99 -4.49
H -1.55 2.62 -2.92
H -3.21 2.88 -3.50
H -4.00 0.43 -0.96
H -4.43 1.95 -1.76
H -2.95 1.81 -0.81
H -3.19 -4.36 -1.66
H -3.22 -6.62 -0.62
H -1.65 -7.19 1.18
H -0.01 -5.52 2.01
H 3.23 -0.90 5.05
H 2.35 -2.44 5.04
H 1.79 -1.10 6.05
H 2.15 1.17 3.76
H 1.00 0.98 5.10
H 0.42 1.06 3.42
H -0.03 -2.50 4.45
H -0.72 -1.30 3.35
H -0.55 -0.93 5.06
C -3.54 6.20 0.38
C -2.62 5.20 1.07
C -1.76 4.44 0.07
S -0.77 3.20 0.90
O -0.17 2.37 -0.21
C 0.55 4.23 1.62
C 0.97 5.51 0.91
C 1.61 5.28 -0.45
H -4.19 6.71 1.09
H -4.17 5.70 -0.36
H -2.96 6.96 -0.15
H -3.21 4.48 1.65
H -1.98 5.73 1.79
H -1.14 5.10 -0.53
H -2.39 3.85 -0.60
H 1.37 3.52 1.68
H 0.20 4.43 2.64
H 1.68 6.02 1.56
H 0.11 6.18 0.83
H 2.52 4.70 -0.36
H 1.85 6.24 -0.93
H 0.96 4.72 -1.13
O 2.74 2.50 -1.82
Cl 2.99 1.49 -0.83
O 2.78 2.02 0.50
O 4.32 0.98 -0.95
O 2.05 0.37 -1.04
C -3.73 -0.97 7.67
C -3.51 -0.65 6.21
C -3.76 -1.60 5.23
C -3.55 -1.30 3.88
C -3.08 -0.05 3.52
C -2.83 0.91 4.50
C -3.04 0.60 5.83
S -2.76 0.33 1.82
O -3.44 1.59 1.59
O -3.25 -0.80 1.05
O -1.29 0.47 1.76
H -4.02 -2.01 7.80
H -4.52 -0.35 8.09
H -2.83 -0.79 8.25
H -4.12 -2.58 5.51
H -3.73 -2.04 3.11
H -2.47 1.88 4.20
H -2.84 1.35 6.59